Below is the molecule C21H19ClF2N4O2 in a non-equilibrium geometry, with properties calculated with ωB97M-V/def2-TZVPD.

```
49
Properties=species:S:1:pos:R:3:forces:R:3:lowdin_charge:R:1
O -0.77555 0.87667 0.59068 -0.071 -0.580 -0.091 0.05
O 1.34978 -1.97922 2.47362 -2.283 0.791 0.305 0.05
F -1.66408 6.25448 -2.67964 0.090 0.037 0.052 0.06
F 0.87763 1.08715 6.23132 -0.352 -0.344 0.081 0.03
Cl 0.61864 5.63251 -4.54783 -0.154 0.010 0.236 0.68
N 0.21291 -2.52205 -1.31836 0.232 -0.270 -0.573 0.15
C -0.55030 -0.14878 -0.05432 -0.256 2.239 0.265 -0.35
C 0.25491 -1.55051 2.90327 3.405 -1.384 0.081 -0.38
C -0.22066 -2.52181 -0.10234 0.740 0.642 -0.597 -0.11
C -0.20364 -0.14660 -1.47629 -0.189 0.256 -0.087 0.00
C -0.06852 0.84754 -2.53790 -0.552 0.960 1.367 -0.10
C 0.49131 0.22279 -3.59380 0.188 0.032 -0.274 -0.03
C 0.24728 -1.32770 -2.00408 0.370 -0.269 -0.207 -0.20
C -1.93143 4.06559 -1.83194 0.335 0.292 0.540 0.00
C -1.51092 2.74326 -1.75888 0.357 0.464 -1.322 -0.02
C 0.20459 3.18483 -3.41873 -0.447 0.692 0.400 -0.04
C -1.25137 4.98271 -2.62871 0.726 -0.937 -0.763 -0.30
C -0.17960 4.55596 -3.44972 -0.497 -1.284 0.486 -0.58
C -0.45297 2.28202 -2.56122 -0.013 0.249 0.103 -0.15
N -0.59370 -1.37703 0.59400 -0.132 -1.801 -0.283 0.02
N 0.15866 -1.27279 4.23578 -0.854 0.564 -0.684 -0.02
N 0.72832 -1.08607 -3.29633 0.645 -2.101 0.488 0.03
C -0.98283 -1.51511 2.01757 0.199 0.802 -0.567 -0.02
C -0.27116 -0.77188 7.30682 0.253 0.874 0.125 -0.01
C -0.68219 -0.25836 4.85440 -1.235 0.871 0.597 -0.07
C 1.22501 -1.09929 5.22320 1.766 -0.419 0.077 -0.05
C 2.04305 -1.72283 -5.48695 0.229 0.260 0.324 -0.10
C 0.65558 -2.31674 -5.51114 1.177 -0.270 0.364 -0.10
C 1.35652 -2.10652 -4.17238 -1.140 0.831 -0.904 -0.19
C 0.32251 -0.16463 6.02836 -0.650 -1.080 0.355 -0.47
H -0.18778 -3.48027 0.41373 -0.308 0.384 0.231 0.14
H 0.70799 0.69850 -4.54085 0.109 -0.477 0.005 0.13
H -2.73281 4.42200 -1.17801 0.175 -0.082 -0.427 0.13
H -2.07662 2.02808 -1.21301 -0.194 -0.276 0.654 0.10
H 1.01475 2.81464 -4.06363 -0.367 0.495 0.365 0.11
H -1.52067 -2.45458 2.14611 0.088 -0.058 -0.062 0.14
H -1.66603 -0.70680 2.29552 0.219 -0.027 -0.204 0.13
H 0.40983 -0.84659 8.15271 0.393 0.272 -0.146 0.08
H -0.60699 -1.79162 7.14184 -0.267 0.028 -0.355 0.09
H -1.10007 -0.12928 7.62332 -0.041 -0.287 -0.003 0.09
H -0.77993 0.71008 4.33492 0.165 -0.444 -0.161 0.14
H -1.69522 -0.61229 5.15277 0.606 0.234 -0.211 0.13
H 2.14140 -0.55990 4.85281 -0.865 -0.669 0.116 0.15
H 1.51235 -2.04133 5.75880 -0.112 0.773 -0.625 0.14
H 2.89387 -2.32695 -5.85368 -0.595 0.386 0.531 0.11
H 2.12269 -0.65496 -5.75305 -0.020 -0.678 0.291 0.10
H -0.09278 -1.60485 -5.77857 -0.642 0.100 0.042 0.09
H 0.55165 -3.32517 -5.87780 -0.177 -0.043 -0.050 0.10
H 1.69661 -2.98627 -3.64239 -0.054 0.242 0.112 0.14
```
Forces are in eV/Å.

Values from the calculation:
- ΔE to the lowest compared entry with this formula, charge and spin (kcal/mol) = 0.0
- SMILES string = CC1(F)CN(C(=O)Cn2cnc3c(c(-c4ccc(F)c(Cl)c4)cn3C3CC3)c2=O)C1
- E (eV) = -50097.24866
- highest occupied orbital energy (hartree) = -0.2900
- HOMO-LUMO gap (hartree) = 0.3086
- max |F| (eV/A) = 3.68

Below is a structure of composition C5H8O, with properties calculated with ωB97M-V/def2-TZVPD.

```
14
Properties=species:S:1:pos:R:3:forces:R:3:lowdin_charge:R:1
C -0.91153 -0.65157 -1.63896 0.169 -0.010 -0.184 -0.09
C 0.38429 -0.39247 -1.74522 -0.172 0.012 -0.072 -0.09
C 0.98049 0.65680 1.12569 0.046 -0.058 0.039 -0.06
C -0.48437 0.97930 1.23716 -0.155 0.358 0.008 -0.17
O -0.72687 -0.43348 1.53297 -0.011 -0.073 0.038 -0.08
C 0.63485 -0.59948 1.41037 0.248 -0.111 0.066 -0.17
H -1.64784 0.12687 -1.80047 -0.029 -0.051 -0.053 0.05
H -1.28915 -1.63919 -1.39807 0.061 0.092 0.064 0.06
H 0.75040 0.59455 -2.00453 -0.066 0.008 0.036 0.05
H 1.14783 -1.13638 -1.56289 -0.053 -0.119 -0.060 0.05
H 1.87811 1.20739 0.89118 -0.119 -0.131 0.087 0.09
H -1.01926 1.26876 0.32821 0.139 -0.047 0.118 0.10
H -0.77999 1.59858 2.08639 -0.029 -0.055 -0.071 0.12
H 1.08305 -1.57968 1.53817 -0.030 0.182 -0.017 0.12
```
Forces are in eV/Å.

Values from the calculation:
- ΔE to the lowest compared entry with this formula, charge and spin (kcal/mol) = 76.4
- E (eV) = -7358.94066
- highest occupied orbital energy (hartree) = -0.3242
- HOMO-LUMO gap (hartree) = 0.3676
- max |F| (eV/A) = 0.39

Below is the molecule C5H8O2 in a non-equilibrium geometry, with properties calculated with ωB97M-V/def2-TZVPD.

```
15
Properties=species:S:1:pos:R:3:forces:R:3:lowdin_charge:R:1
O 2.32817 0.19966 -0.33643 -0.056 -0.266 -0.202 -0.02
C 1.20978 0.33675 0.50352 -0.200 0.046 0.279 -0.32
C 0.06022 1.28901 0.04892 -0.036 0.132 -0.027 -0.03
C -0.87728 0.10368 0.08147 0.037 0.129 0.110 -0.48
O -2.20183 0.13664 0.50156 -0.150 0.494 0.049 0.03
C -0.48802 -1.11553 -0.66944 -0.112 0.111 -0.139 -0.03
C 0.19768 -0.82037 0.63734 -0.012 -0.054 0.271 -0.10
H 2.06779 -0.31803 -1.10774 0.068 0.072 0.035 0.08
H 1.61744 0.63286 1.47526 -0.171 -0.084 -0.162 0.15
H -0.21237 1.97558 0.85584 0.139 0.028 -0.155 0.12
H 0.19785 1.84438 -0.88589 -0.037 -0.150 0.091 0.12
H -2.74882 0.28828 -0.28188 0.049 -0.002 0.238 0.11
H -1.39871 -1.70481 -0.52396 0.796 -0.672 -0.434 0.12
H 0.03018 -1.17559 -1.63042 -0.238 0.119 0.198 0.11
H 0.16902 -1.50155 1.48233 -0.077 0.097 -0.152 0.14
```
Forces are in eV/Å.

Values from the calculation:
- ΔE to the lowest compared entry with this formula, charge and spin (kcal/mol) = 54.5
- SMILES string = O[C@H]1C[C@@]2(O)C[C@@H]12
- E (eV) = -9407.47084
- highest occupied orbital energy (hartree) = -0.3608
- HOMO-LUMO gap (hartree) = 0.3900
- max |F| (eV/A) = 1.13

Below is a structure of composition C26H20BrN2OReS2 in a non-equilibrium geometry, with properties calculated with ωB97M-V/def2-TZVPD.

```
53
Properties=species:S:1:pos:R:3:forces:R:3:lowdin_charge:R:1
Re -1.90665 0.63235 -1.02838 1.193 -0.018 1.306 1.16
C -2.91423 0.90163 3.23262 0.037 -0.049 0.069 -0.01
C -2.44926 1.35344 1.88367 0.096 -0.568 -0.029 -0.19
N -2.14693 0.39331 0.99554 -0.361 0.734 -0.504 -0.17
N -2.03806 -0.85255 1.55418 0.392 -0.668 0.801 -0.10
C -1.88618 -1.86726 0.78181 -0.244 0.620 -0.580 -1.03
S -2.01341 -1.71396 -0.96664 0.114 -0.075 -0.096 0.59
S -1.73579 -3.40368 1.57214 0.035 -0.399 0.154 0.96
C -0.85808 -4.52819 0.39879 0.053 0.493 0.105 -0.40
C 0.63673 -4.34122 0.40950 -0.004 -0.006 0.015 -0.30
C 1.38743 -4.91171 1.43480 -0.026 0.036 0.008 -0.05
C 2.75970 -4.73190 1.49214 0.014 -0.015 0.074 -0.07
C 3.40467 -3.97696 0.52377 0.031 0.031 -0.022 -0.08
C 2.67082 -3.42951 -0.51662 0.024 0.049 0.001 -0.08
C 1.29724 -3.61074 -0.57462 -0.088 -0.087 0.064 -0.05
C -2.32874 2.75581 1.62370 -0.022 0.327 -0.558 -0.10
C -2.29016 3.65688 2.71633 0.013 -0.075 0.048 -0.02
C -2.22258 5.00978 2.53465 0.016 0.104 0.062 -0.06
C -2.19959 5.53875 1.23777 -0.011 -0.103 0.056 -0.04
C -2.21643 4.70265 0.15109 0.041 -0.202 -0.249 0.01
C -2.25282 3.30796 0.31391 0.017 0.304 0.874 -0.31
O -2.24682 2.55283 -0.75827 -0.179 -0.566 -0.607 -0.25
H -3.49372 -0.01089 3.13181 0.011 -0.004 0.021 0.09
H -2.05760 0.65380 3.86436 -0.014 -0.011 0.013 0.11
H -3.51767 1.66176 3.71645 0.048 0.023 -0.021 0.09
H -1.11836 -5.50587 0.80057 -0.100 -0.032 -0.061 0.08
H -1.30151 -4.42009 -0.58762 0.017 -0.049 -0.049 0.06
H 0.89295 -5.50203 2.19761 -0.012 0.005 0.006 0.12
H 3.32870 -5.18491 2.29341 -0.012 0.007 0.007 0.11
H 4.47480 -3.82255 0.57592 -0.010 -0.045 -0.018 0.11
H 3.16770 -2.86326 -1.29369 0.013 0.014 -0.008 0.10
H 0.74549 -3.19911 -1.40549 -0.161 0.101 -0.091 0.09
H -2.25667 3.26421 3.72238 -0.110 0.030 -0.014 0.11
H -2.19374 5.66876 3.39088 0.053 -0.010 -0.002 0.11
H -2.15378 6.60965 1.09235 -0.033 0.002 -0.015 0.12
H -2.19412 5.08457 -0.86084 0.018 0.017 0.013 0.13
Br -1.66552 0.70944 -3.54830 0.245 0.046 -0.509 0.89
C 0.26997 0.76238 -3.51271 0.219 0.007 -0.006 -0.50
C 0.93842 0.80232 -4.69687 -0.383 -0.008 -0.086 -0.10
C 2.34165 0.89598 -4.67769 0.147 0.027 0.124 -0.05
C 3.00443 0.95308 -3.48454 -0.040 0.010 -0.109 -0.01
C 2.30822 0.88977 -2.25470 -0.119 -0.021 -0.038 -0.15
C 2.99746 0.92994 -1.02065 -0.010 -0.043 0.149 -0.01
C 2.31852 0.82354 0.15841 0.139 -0.002 -0.094 -0.05
C 0.91767 0.68818 0.16388 -0.249 -0.026 0.091 -0.08
C 0.19944 0.68404 -1.00593 -0.967 0.088 -0.264 -0.24
C 0.89029 0.77864 -2.24758 0.140 0.015 0.014 -0.22
H 0.40434 0.77009 -5.63722 0.018 0.019 0.000 0.11
H 2.87999 0.93519 -5.61398 -0.001 -0.003 -0.001 0.12
H 4.08257 1.04834 -3.46117 0.000 -0.024 -0.010 0.12
H 4.07485 1.03606 -1.03132 -0.002 -0.011 0.002 0.12
H 2.84642 0.83992 1.10223 0.023 -0.009 -0.013 0.12
H 0.41796 0.58137 1.11812 -0.009 0.021 -0.023 0.10
```
Forces are in eV/Å.

Values from the calculation:
- net charge = +1
- E (eV) = -126150.99495
- highest occupied orbital energy (alpha / beta) (hartree) = -0.4027 / -0.4077
- HOMO-LUMO gap (alpha / beta) (hartree) = 0.2613 / 0.2256
- 2S+1 = 4
- max |F| (eV/A) = 1.77

Below is a cluster of 2 separate species, C6H14NO in total in a non-equilibrium geometry, with properties calculated with ωB97M-V/def2-TZVPD.

```
22
Properties=species:S:1:pos:R:3:forces:R:3:lowdin_charge:R:1
O 1.05748 -2.35435 0.64879 0.285 -0.176 -0.520 0.19
C 0.32215 -1.48672 1.00245 -0.515 0.029 1.389 -0.18
C -0.27024 -0.50554 0.07340 -0.083 0.547 -0.930 0.17
C -0.85455 0.69722 0.50131 -1.498 -0.529 0.015 -0.10
C 0.08417 2.00353 0.35837 1.399 0.112 -0.690 -0.35
C -0.64655 3.25285 0.75994 -0.361 0.476 0.598 -0.05
C 0.64347 2.11078 -1.06112 -0.343 -0.288 -0.146 -0.05
N 0.61129 -5.57711 -1.15940 -0.541 1.994 -0.776 0.02
H -0.00055 -1.32664 2.04335 0.249 -0.194 0.186 0.15
H -0.23226 -0.76277 -0.98123 0.167 0.051 -0.139 0.16
H -1.22712 0.63730 1.52777 0.364 0.111 0.079 0.15
H -1.68659 0.93556 -0.18202 0.164 0.049 -0.052 0.17
H 0.90300 1.75425 1.03596 -0.067 0.322 0.155 0.15
H -1.32495 3.63689 -0.00296 -0.153 -0.378 -0.024 0.10
H -1.16606 3.17055 1.71678 -0.131 -0.153 -0.135 0.10
H 0.05947 4.06863 0.92006 0.370 -0.176 -0.094 0.11
H 1.19201 1.22508 -1.38803 0.137 0.034 0.164 0.09
H -0.16136 2.25420 -1.78682 -0.015 0.097 0.057 0.10
H 1.30710 2.96836 -1.13563 0.022 0.067 0.084 0.10
H 1.16248 -6.28094 -0.72639 -0.265 -0.498 0.401 0.00
H 0.55564 -4.68499 -0.68312 0.647 -0.425 0.290 -0.03
H -0.32803 -5.73615 -1.48144 0.166 -1.071 0.088 0.00
```
Forces are in eV/Å.

Values from the calculation:
- ΔE to the lowest compared entry with this formula, charge and spin (kcal/mol) = 92.1
- net charge = +1
- E (eV) = -9976.25317
- highest occupied orbital energy (hartree) = -0.4362
- HOMO-LUMO gap (hartree) = 0.1338
- max |F| (eV/A) = 2.21

Below is a structure of composition C9H16ClNa2O13 in a non-equilibrium geometry, with properties calculated with ωB97M-V/def2-TZVPD.

```
41
Properties=species:S:1:pos:R:3:forces:R:3:lowdin_charge:R:1
Na 1.20814 0.12547 -5.59054 -0.058 0.074 0.332 0.99
Na -1.54711 -7.19781 -1.63201 0.093 0.163 0.221 0.98
Cl -0.35816 -1.48835 -0.15606 -1.022 2.788 0.518 0.56
O -1.40045 -0.88349 0.67337 1.151 -0.252 -0.582 -0.37
O 0.77035 -0.63150 -0.37000 -0.003 1.542 -0.438 -0.39
O 0.17086 -2.62150 0.43149 0.755 -3.953 2.168 -0.37
O -0.94305 -1.84130 -1.40387 -0.871 -0.361 -2.121 -0.42
C 0.02569 5.72350 2.31644 0.256 -0.776 -1.872 -0.11
C -0.40762 7.08385 2.71803 -1.868 -0.224 0.401 -0.16
O 0.76721 7.84889 2.75993 0.753 0.566 0.014 0.08
C 1.70867 7.19572 2.00713 2.872 1.144 0.397 -0.56
O 2.84921 7.54333 1.74602 -2.565 0.255 0.657 0.13
O 1.25322 6.02906 1.65823 0.111 -1.770 -0.666 0.07
H -0.59590 5.41281 1.47668 -0.334 -0.688 0.536 0.13
H 0.20013 4.91966 3.03165 -0.154 0.329 0.224 0.14
H -1.02039 7.04026 3.61843 0.662 0.552 0.477 0.14
H -1.10642 7.42316 1.95340 0.265 0.595 -0.182 0.13
C -3.79862 4.52214 -3.14544 -1.302 -1.555 1.697 -0.09
O -3.46105 5.85201 -3.03916 3.045 2.201 -1.596 -0.01
C -2.22939 6.22885 -3.52949 2.656 -1.801 -0.372 -0.50
O -1.18506 5.53405 -3.75256 -4.328 1.698 0.954 0.05
O -2.26401 7.53034 -3.74154 -1.262 -0.361 -0.094 0.01
C -1.05501 8.17388 -4.03963 1.241 0.998 0.822 -0.05
H -4.86381 4.59241 -2.92521 -0.248 -0.606 -0.710 0.10
H -3.43851 3.99039 -2.26472 0.539 -0.329 -0.207 0.10
H -3.55065 3.98134 -4.05876 0.022 0.462 -0.072 0.10
H -1.25277 9.23486 -4.19238 -0.433 -0.225 -0.357 0.10
H -0.46980 7.76745 -4.86452 -0.368 -0.246 0.073 0.10
H -0.47284 8.17059 -3.11812 0.452 -0.278 -0.156 0.10
C 1.40246 -9.23622 4.02325 -1.328 0.016 -0.998 -0.03
O 2.27599 -10.31738 3.55446 -0.128 1.667 -0.969 0.00
C 2.22939 -10.56498 2.21147 -4.505 0.040 -0.498 -0.50
O 1.40030 -10.05682 1.37378 3.697 -1.129 2.889 0.02
O 2.89177 -11.70225 2.03712 -0.399 0.668 0.849 0.01
C 3.16163 -12.07347 0.71802 1.048 0.027 -1.241 -0.05
H 0.40391 -9.64571 4.17598 0.123 -0.409 0.339 0.09
H 1.18650 -8.49005 3.25860 0.685 -0.105 -0.312 0.08
H 1.67685 -8.67614 4.91718 0.917 -0.829 -0.026 0.10
H 2.39641 -11.76194 0.00704 0.053 0.160 0.216 0.09
H 3.31968 -13.14670 0.61177 -0.210 0.043 0.551 0.10
H 4.12223 -11.58845 0.54457 -0.013 -0.090 -0.864 0.10
```
Forces are in eV/Å.

Values from the calculation:
- net charge = +1
- E (eV) = -57548.53765
- highest occupied orbital energy (hartree) = -0.3723
- HOMO-LUMO gap (hartree) = 0.1910
- max |F| (eV/A) = 4.83